[1]
Computed, not measured: a molecular structure, C3H6O3Pm in a non-equilibrium geometry, with ωB97M-V/def2-TZVPD.

CARTESIAN COORDINATES (ANGSTROEM)
H  2.698  -1.728  -0.053
O  1.715  -2.005  0.310
Pm  3.612  1.505  0.110
O  -0.164  -0.839  -0.364
C  1.095  -0.959  -0.114
O  1.874  -0.188  -0.720
C  -1.035  -0.063  0.492
C  -1.748  0.982  -0.329
H  -1.726  -0.801  0.911
H  -0.489  0.356  1.343
H  -1.777  0.709  -1.392
H  -2.782  1.066  0.033
H  -1.271  1.965  -0.225

Force components x, y, z for each atom (eV/Å):
-3.2 -1.9 1.4
2.3 -0.4 0.4
-0.9 -0.6 -0.7
0.8 -1.2 1.1
0.0 -0.2 -3.4
2.2 3.9 0.6
-1.4 0.0 0.8
-0.2 0.4 0.0
0.1 0.2 -0.1
0.2 0.0 -0.2
0.0 0.0 0.3
0.3 0.1 -0.2
-0.1 -0.2 -0.2

Energy in Ha: -951.28177
Expectation value of S²: 8.75
Spin multiplicity: 6
HOMO (alpha / beta) in eV: -18.1 / -18.1
ΔE to the lowest compared entry with this formula, charge and spin in kcal per mole: 0.0
Total charge: +2

---

[2]
Computed, not measured: a single C3H6O3S molecule in a non-equilibrium geometry, with ωB97M-V/def2-TZVPD.

CARTESIAN COORDINATES (ANGSTROEM)
C  -0.508  -0.579  0.753
C  0.688  0.392  1.080
C  -0.343  -0.506  -0.761
O  -1.543  1.828  -0.913
O  0.711  1.480  0.220
O  0.893  -1.044  -1.143
S  -0.249  1.279  -1.131
H  -0.411  -1.714  0.977
H  -1.409  -0.255  1.117
H  0.425  0.840  2.039
H  1.666  -0.072  0.911
H  -1.153  -1.129  -1.260
H  1.232  -0.520  -1.888

Force components x, y, z for each atom (eV/Å):
4.0 -1.9 -1.9
-0.8 -1.4 2.2
-1.9 -1.4 -0.6
-2.1 1.0 0.5
-1.1 1.0 -2.3
0.6 0.0 -0.2
2.0 -0.8 -0.2
0.4 2.1 0.2
-2.2 1.0 0.6
1.0 -0.4 0.4
-0.4 -0.3 1.1
0.5 1.5 0.1
0.0 -0.4 0.2

Energy in Ha: -741.75053
HOMO in eV: -9.8
ΔE to the lowest compared entry with this formula, charge and spin in kcal per mole: 20.0
Total charge: 0

---

[3]
Computed, not measured: a single C3H6O3S molecule in a non-equilibrium geometry, with ωB97M-V/def2-TZVPD.

CARTESIAN COORDINATES (ANGSTROEM)
C  -2.443  -0.993  0.551
C  0.946  1.463  0.121
C  -1.014  -0.781  0.064
O  -3.381  -0.923  -0.218
O  -1.082  1.490  -1.383
O  -1.550  1.640  1.061
S  -0.805  1.090  -0.069
H  -2.318  -1.305  1.705
H  1.026  2.441  0.574
H  1.363  0.670  0.667
H  1.412  1.617  -0.929
H  -0.739  -1.291  -0.902
H  -0.397  -1.146  0.895

Force components x, y, z for each atom (eV/Å):
0.2 -0.6 -0.4
-0.2 0.9 -2.5
0.7 0.7 -0.3
1.1 -0.3 2.2
-1.2 0.5 -2.4
0.8 -0.7 -1.0
0.3 -0.5 2.6
-1.6 0.7 -2.0
-0.1 0.0 0.6
1.0 -0.8 0.9
-0.9 -0.8 1.7
-0.5 0.7 0.9
0.3 0.3 -0.4

Energy in Ha: -741.74582
Structure (SMILES): CS(=O)(=O)CC=O
HOMO in eV: -10.3
ΔE to the lowest compared entry with this formula, charge and spin in kcal per mole: 22.9
Total charge: 0

---

- Which of these has the highest energy?
  number 3

---

- Among the records above, which one has the highest energy?
  number 3